{
  "formula": "C27H71N5O9",
  "method": "ωB97M-V with the def2-TZVPD basis set",
  "smiles": "COC[C@H](C)N.COC[C@H](C)N.COCCNCCOC.COCCNCCOC.COCCNCCOC.CO",
  "e_lumo_ha": 0.0209,
  "energy_ev": -55021.2677,
  "multiplicity": 1,
  "e_above_lowest_kcal_mol": 0.00,
  "homo_energy_ev": -8.58,
  "elements": ["C", "O", "C", "C", "N", "C", "C", "O", "C", "H", "H", "H", "H", "H", "H", "H", "H", "H", "H", "H", "H", "H", "H", "H", "C", "O", "C", "C", "N", "C", "C", "O", "C", "H", "H", "H", "H", "H", "H", "H", "H", "H", "H", "H", "H", "H", "H", "H", "C", "O", "C", "C", "N", "C", "C", "O", "C", "H", "H", "H", "H", "H", "H", "H", "H", "H", "H", "H", "H", "H", "H", "H", "C", "C", "C", "O", "C", "N", "H", "H", "H", "H", "H", "H", "H", "H", "H", "H", "H", "C", "C", "C", "O", "C", "N", "H", "H", "H", "H", "H", "H", "H", "H", "H", "H", "H", "C", "O", "H", "H", "H", "H"],
  "coordinates": [[-2.49296, -2.66277, -2.72117], [-3.09275, -3.91492, -2.95853], [-2.43674, -4.67398, -3.96747], [-1.30624, -5.50522, -3.34633], [-1.77696, -6.12696, -2.10344], [-0.71922, -6.23729, -1.10345], [-1.16823, -7.12722, 0.06463], [-2.33315, -6.78893, 0.78443], [-3.57859, -7.05887, 0.15564], [-1.70909, -2.84625, -1.98277], [-3.10440, -1.81796, -2.40156], [-1.97321, -2.22004, -3.57996], [-2.14088, -4.01230, -4.78436], [-3.17527, -5.32994, -4.43593], [-0.52944, -4.77419, -3.07667], [-0.99445, -6.28263, -4.04407], [-2.49958, -5.51033, -1.75468], [-0.47207, -5.25251, -0.68527], [0.13321, -6.73528, -1.56496], [-0.34214, -7.14351, 0.78228], [-1.18665, -8.17427, -0.26190], [-3.74657, -6.63860, -0.83165], [-4.31668, -6.56052, 0.78787], [-3.76526, -8.13333, 0.18385], [0.82708, 3.58351, -0.26860], [2.13067, 4.09855, -0.38378], [3.00805, 3.46511, 0.53752], [4.15945, 4.42908, 0.71654], [5.26142, 3.84609, 1.47882], [6.29475, 4.84735, 1.81793], [7.26448, 4.32546, 2.84658], [6.87307, 4.49986, 4.19571], [6.32244, 3.34093, 4.82387], [0.36789, 3.93034, 0.66713], [0.61252, 2.51016, -0.27453], [0.21910, 4.01177, -1.06530], [3.41592, 2.53278, 0.12910], [2.48972, 3.29120, 1.48307], [3.75597, 5.26586, 1.31298], [4.53148, 4.89893, -0.19262], [4.94948, 3.48376, 2.37077], [5.74885, 5.74897, 2.12331], [6.91177, 5.09665, 0.94917], [8.23146, 4.82420, 2.76455], [7.38955, 3.26224, 2.59656], [5.89156, 3.57866, 5.79545], [7.13447, 2.63184, 4.98053], [5.48384, 3.00131, 4.21579], [-1.95732, -2.61553, 5.37769], [-0.72904, -2.12111, 4.90830], [-0.84012, -1.41127, 3.68678], [0.53984, -0.99131, 3.20740], [1.09479, 0.27145, 3.67796], [0.17111, 1.38319, 3.70123], [0.84856, 2.73512, 3.96972], [1.11351, 2.77037, 5.35889], [2.08728, 3.71147, 5.72726], [-2.72369, -1.83030, 5.31408], [-1.88321, -2.95789, 6.40498], [-2.28848, -3.42389, 4.71039], [-1.52721, -0.56225, 3.78828], [-1.32319, -2.12480, 2.99956], [0.41465, -0.86321, 2.12290], [1.30296, -1.76627, 3.23900], [1.52721, 0.19249, 4.59017], [-0.65764, 1.36446, 4.41890], [-0.26153, 1.50793, 2.70098], [0.18188, 3.52597, 3.61342], [1.78179, 2.67994, 3.39408], [3.06303, 3.49896, 5.26352], [2.21052, 3.61745, 6.80736], [1.82461, 4.73854, 5.44304], [1.60955, -1.23760, -0.84244], [1.61912, -1.03360, -2.34012], [2.96668, -0.46755, -2.79953], [3.16238, 0.78415, -2.19311], [4.30137, 1.49008, -2.63903], [1.26134, -2.28929, -3.01243], [1.77836, -0.32160, -0.26571], [2.40135, -1.90340, -0.48564], [0.65967, -1.55485, -0.42116], [0.94550, -0.19950, -2.56019], [3.00350, -0.28621, -3.88614], [3.78955, -1.15797, -2.55346], [4.59128, 2.26838, -1.94455], [4.08384, 1.81591, -3.66390], [5.15084, 0.80768, -2.78155], [2.07279, -2.88497, -2.84031], [1.29672, -2.14661, -4.02098], [-4.73237, 3.17754, -3.23133], [-5.42766, 1.95141, -2.63474], [-6.55568, 1.40228, -3.54452], [-6.15250, 1.34517, -4.87530], [-7.05483, 1.93820, -5.80005], [-4.45525, 0.89957, -2.30346], [-5.53687, 3.83357, -3.56432], [-4.02976, 2.89896, -4.00861], [-4.24555, 3.64952, -2.37752], [-5.91791, 2.21640, -1.69376], [-7.48038, 1.96880, -3.35894], [-6.85700, 0.42472, -3.13741], [-7.12185, 3.00543, -5.56758], [-8.06822, 1.56671, -5.61539], [-6.74154, 1.72467, -6.81334], [-5.01881, 0.06996, -2.10301], [-3.98410, 0.55417, -3.14257], [-1.26828, 0.17250, -0.32960], [-2.60361, 0.30046, 0.11913], [-0.64926, -0.18285, 0.49128], [-1.22421, -0.61440, -1.09471], [-0.93235, 1.13309, -0.73490], [-3.15383, 0.57473, -0.63003]]
}


{
  "formula": "C27H71N6O15PSn",
  "method": "ωB97M-V with the def2-TZVPD basis set",
  "e_lumo_ha": 0.1388,
  "energy_ev": -83912.9924,
  "multiplicity": 1,
  "total_charge": -2,
  "homo_energy_ev": -1.31,
  "elements": ["Sn", "P", "O", "O", "O", "O", "N", "O", "O", "O", "C", "C", "C", "O", "H", "H", "H", "H", "H", "H", "H", "H", "C", "O", "C", "C", "N", "C", "C", "O", "C", "H", "H", "H", "H", "H", "H", "H", "H", "H", "H", "H", "H", "H", "H", "H", "C", "O", "C", "C", "N", "C", "C", "O", "C", "H", "H", "H", "H", "H", "H", "H", "H", "H", "H", "H", "H", "H", "H", "H", "C", "C", "C", "O", "C", "N", "H", "H", "H", "H", "H", "H", "H", "H", "H", "H", "H", "C", "C", "C", "O", "C", "N", "H", "H", "H", "H", "H", "H", "H", "H", "H", "H", "H", "C", "C", "C", "O", "C", "N", "H", "H", "H", "H", "H", "H", "H", "H", "H", "H", "H"],
  "coordinates": [[0.90063, 2.06004, 0.54953], [2.28661, -0.93291, 0.26722], [3.15305, 0.00422, -0.53826], [2.56773, -0.41752, 1.70350], [2.93841, -2.38319, 0.30160], [0.77136, -0.76225, -0.15740], [3.42903, 4.57730, 0.27288], [3.53671, 5.28940, -0.67584], [2.67858, 4.85897, 1.20382], [3.91254, 3.45958, 0.27054], [2.19928, 3.51550, -3.48742], [2.61037, 2.07026, -3.39738], [4.13060, 1.82896, -3.08125], [1.89794, 1.50095, -2.32503], [2.45681, 4.08201, -2.59252], [1.14624, 3.57703, -3.76205], [2.87429, 4.06530, -4.14329], [2.28319, 1.58495, -4.31690], [4.19880, 0.78209, -3.37709], [4.47550, 1.89484, -2.04936], [4.70252, 2.41115, -3.80378], [2.59929, 0.97786, -1.92996], [-0.48251, -2.55190, 4.96457], [0.13882, -1.58225, 4.18762], [-0.74234, -1.01363, 3.17540], [-1.12018, -2.04759, 2.05692], [0.04470, -2.67262, 1.36901], [-0.35183, -3.64962, 0.41703], [-1.00007, -4.99044, 0.99662], [-0.44770, -5.54235, 2.20928], [0.73766, -6.18078, 1.83772], [-0.47892, -3.54623, 4.51804], [-1.47991, -2.20611, 5.23612], [0.10446, -2.59406, 5.88206], [-0.30879, -0.10806, 2.75107], [-1.64620, -0.66179, 3.67274], [-1.72192, -1.41330, 1.40601], [-1.86338, -2.70930, 2.50176], [0.42698, -1.98026, 0.74085], [0.52668, -3.96767, -0.14437], [-0.94402, -3.19937, -0.37963], [-0.97790, -5.59680, 0.09112], [-2.04686, -4.69497, 1.06751], [1.46887, -5.37524, 1.77033], [0.84524, -6.84752, 0.98216], [1.17662, -6.68697, 2.69748], [-5.53166, -0.79556, 2.29781], [-4.51822, 0.12901, 2.51585], [-4.50994, 1.18439, 1.59233], [-2.92350, 1.58101, 1.68465], [-2.46033, 2.19892, 0.48029], [-3.12796, 3.39006, -0.00115], [-2.38892, 3.97596, -1.25059], [-1.18921, 4.69890, -1.00665], [-0.80489, 5.69741, -1.90213], [-5.26474, -1.67912, 2.87762], [-5.72232, -1.03223, 1.25104], [-6.50302, -0.48706, 2.68430], [-4.99822, 2.07747, 1.98233], [-4.82015, 0.90799, 0.58462], [-2.30788, 0.70795, 1.90116], [-2.79667, 2.30667, 2.48804], [-2.25817, 1.44980, -0.16627], [-3.08619, 4.18611, 0.74225], [-4.16289, 3.09490, -0.17406], [-3.00816, 4.71492, -1.75911], [-2.16189, 3.18822, -1.96894], [-0.20430, 6.41856, -1.34775], [-1.43190, 6.48696, -2.31633], [-0.13990, 5.22532, -2.62532], [2.93476, 2.05867, 5.62789], [1.95577, 2.04494, 4.44500], [1.03021, 3.37551, 4.45159], [0.39636, 3.54027, 3.16306], [-0.41445, 4.66808, 2.90238], [2.73319, 1.80148, 3.27147], [3.79818, 1.39385, 5.60285], [2.40053, 1.88347, 6.56170], [3.31533, 3.07948, 5.66284], [1.22427, 1.24112, 4.52790], [1.71739, 4.21471, 4.55951], [0.33990, 3.38566, 5.29508], [-0.60259, 4.86126, 1.84626], [0.13480, 5.53230, 3.27594], [-1.28151, 4.80630, 3.54829], [3.70746, 1.77478, 3.53639], [2.48682, 0.91439, 2.85618], [3.82285, -4.26140, -3.47273], [3.36533, -2.79760, -3.29199], [1.78637, -2.65538, -3.27397], [1.12118, -3.15761, -4.36848], [0.62911, -2.22512, -5.29136], [3.99347, -2.18832, -2.12185], [3.43130, -4.93632, -2.71164], [4.89980, -4.41646, -3.53783], [3.50572, -4.56697, -4.46980], [3.59870, -2.21042, -4.18017], [1.56991, -1.63943, -2.94365], [1.35781, -3.28830, -2.49690], [0.72506, -1.14830, -5.15228], [-0.45813, -2.26609, -5.35725], [1.08038, -2.44684, -6.25847], [3.55649, -1.36916, -1.72421], [3.56847, -2.57305, -1.29031], [-3.85143, 0.35397, -1.99969], [-2.65824, -0.55312, -1.46788], [-2.44013, -1.73171, -2.42677], [-3.04760, -2.96416, -2.24284], [-2.22899, -4.13027, -2.78041], [-1.43109, 0.24058, -1.11351], [-3.55823, 0.60509, -3.01904], [-3.95818, 1.31479, -1.49618], [-4.78140, -0.20490, -2.10417], [-3.01618, -0.96793, -0.52559], [-1.35151, -1.77338, -2.46246], [-2.65949, -1.48324, -3.46516], [-1.18889, -4.05955, -2.46213], [-2.29044, -3.90074, -3.84420], [-2.53421, -5.16003, -2.59462], [-0.75030, -0.39655, -0.72532], [-0.96994, 0.52896, -1.96455]]
}